Entry 1:
DFT (ωB97M-V/def2-TZVPD) results for 2 unconnected molecules or ions with the total composition C6H13N2 at a distorted geometry.

```
21
C6H13N2 | the Open Molecules 2025 dataset | ωB97M-V/def2-TZVPD
C -1.38 3.16 -0.46
C -0.13 -1.15 1.81
C -1.01 -0.89 -1.53
C 1.23 -0.18 -0.97
C -0.36 -0.04 0.84
C -0.05 -0.43 -0.55
N -0.41 2.24 -0.98
N -0.82 2.09 0.21
H -1.08 4.04 0.15
H -2.42 3.12 -0.57
H 0.14 -2.21 1.43
H 0.65 -0.84 2.64
H -1.02 -1.25 2.35
H -2.00 -1.04 -1.22
H -0.99 0.01 -2.24
H -0.48 -1.65 -2.11
H 1.58 -0.88 -1.81
H 1.93 -0.09 -0.07
H 1.41 0.77 -1.47
H 0.35 0.76 1.11
H -1.43 0.26 0.81
```

Computed properties:
Multiplicity: 1
Charge: +1
Energy relative to the best compared isomer or geometry (same formula, charge and spin) in eV: 6.7098

Atom charges from the natural (NBO) analysis, given in e for atoms 1 to 6: -0.18 -0.62 -0.75 -0.84 -0.53 0.66

***

Entry 2:
DFT (ωB97M-V/def2-TZVPD) results for a gas-phase ion, C6H13N2 (charge +1) at a distorted geometry.

```
21
C6H13N2 | the Open Molecules 2025 dataset | ωB97M-V/def2-TZVPD
C 0.14 -0.64 -1.28
C -0.84 -0.28 0.85
C 0.25 -1.03 0.14
C 1.08 0.13 -0.50
C 0.77 -2.29 0.69
C -1.67 1.80 -0.23
N 2.10 0.91 -0.44
N -0.63 1.13 0.44
H 0.71 -1.18 -2.06
H -0.86 -0.30 -1.45
H -1.96 -0.45 0.52
H -0.84 -0.42 1.98
H 0.07 -3.14 0.66
H 0.96 -2.27 1.77
H 1.70 -2.58 0.12
H -2.67 1.24 -0.29
H -1.73 2.96 0.18
H -1.37 2.00 -1.33
H 2.42 1.39 -1.27
H 2.56 1.22 0.38
H -0.21 1.79 1.11
```

Computed properties:
Multiplicity: 3
Charge: +1
Energy relative to the best compared isomer or geometry (same formula, charge and spin) in eV: 3.2047
Expectation value of S²: 2.0077

Atom charges from the natural (NBO) analysis, given in e for atoms 1 to 6: -0.42 -0.25 -0.04 0.09 -0.63 -0.50

***

Entry 3:
DFT (ωB97M-V/def2-TZVPD) results for 2 unconnected molecules or ions with the total composition C6H13N2O at a distorted geometry.

```
22
C6H13N2O | the Open Molecules 2025 dataset | ωB97M-V/def2-TZVPD
C 0.97 1.07 1.08
C -1.42 -1.56 -0.45
C -0.58 -0.68 -0.94
C 1.35 0.91 -0.27
C -1.77 -2.07 0.85
C -0.42 -0.17 -2.27
N 0.62 2.25 1.57
N 1.20 0.01 1.89
O 1.15 1.99 -1.08
H -1.88 -2.29 -1.13
H 1.93 0.08 -0.80
H -1.11 -1.69 1.65
H -1.63 -3.17 0.76
H -2.82 -1.92 1.03
H -0.46 0.94 -2.31
H -1.35 -0.22 -2.82
H 0.43 -0.70 -2.90
H 0.38 2.95 0.86
H 0.55 2.41 2.57
H 1.89 -0.65 1.57
H 1.24 0.18 2.83
H 1.74 2.34 -1.68
```

Computed properties:
Multiplicity: 1
Charge: +1
Energy relative to the best compared isomer or geometry (same formula, charge and spin) in eV: 4.9478

Atom charges from the natural (NBO) analysis, given in e for atoms 1 to 6: 0.42 -0.27 0.19 0.07 -0.64 -0.76

***

Entry 4:
DFT (ωB97M-V/def2-TZVPD) results for a gas-phase ion, C6H13N2O (charge +1) at a distorted geometry.

```
22
C6H13N2O | the Open Molecules 2025 dataset | ωB97M-V/def2-TZVPD
C 1.91 1.88 0.18
C 1.80 -0.45 0.45
C 2.61 -1.59 0.27
C -2.10 -1.07 -0.11
C -2.07 1.36 -0.86
C -1.73 0.34 0.24
N 0.49 -0.55 0.41
N -0.25 0.50 0.45
O 2.44 0.72 0.33
H 0.87 2.27 0.29
H 2.78 2.56 0.21
H 2.38 -2.45 0.89
H 3.70 -1.41 0.27
H 2.46 -2.03 -0.73
H -1.81 -1.47 -1.13
H -1.87 -1.83 0.65
H -3.22 -1.11 -0.28
H -2.83 2.07 -0.56
H -2.25 1.01 -1.86
H -1.09 1.97 -0.68
H -2.26 0.72 1.09
H 0.05 -1.43 0.49
```

Computed properties:
Multiplicity: 1
Charge: +1
Energy relative to the best compared isomer or geometry (same formula, charge and spin) in eV: 5.9840

Atom charges from the natural (NBO) analysis, given in e for atoms 1 to 6: 0.12 0.48 -0.71 -0.69 -0.61 -0.11

***

Entry 5:
DFT (ωB97M-V/def2-TZVPD) results for a molecular structure, C6H13N2O at a distorted geometry.

```
22
C6H13N2O | the Open Molecules 2025 dataset | ωB97M-V/def2-TZVPD
C 1.99 1.22 1.49
C 0.01 1.01 -0.06
C -0.38 -1.37 0.20
C 0.51 1.22 -1.45
C 0.36 -2.09 -0.80
C -2.20 0.13 0.59
N -0.93 -0.11 -0.03
N 1.06 0.51 0.97
O 0.90 -0.72 1.35
H 2.47 0.87 2.37
H 2.01 2.26 1.35
H -0.67 1.83 0.25
H -0.95 -2.09 0.87
H -0.23 0.79 -2.03
H 1.54 0.72 -1.55
H 0.61 2.25 -1.87
H 1.21 -1.78 -1.43
H -0.49 -2.15 -1.61
H 0.65 -3.12 -0.57
H -2.80 -0.74 0.25
H -2.09 0.23 1.64
H -2.60 1.12 0.09
```

Computed properties:
Multiplicity: 1
Charge: +1
Energy relative to the best compared isomer or geometry (same formula, charge and spin) in eV: 4.9259

Atom charges from the natural (NBO) analysis, given in e for atoms 1 to 6: -0.03 0.10 0.31 -0.65 -0.71 -0.40

***

Entry 6:
DFT (ωB97M-V/def2-TZVPD) results for a gas-phase ion, C6H13N2O (charge +1) at a distorted geometry.

```
22
C6H13N2O | the Open Molecules 2025 dataset | ωB97M-V/def2-TZVPD
C -3.35 0.11 -0.03
O -2.07 -0.21 0.67
N -0.88 -0.37 -0.11
C -0.35 -1.74 -0.26
C 1.15 -1.60 -0.38
N 1.35 -0.12 -0.06
C 2.70 0.33 -0.19
C 0.33 0.52 0.24
C 0.31 1.93 0.61
H -3.40 1.20 -0.01
H -4.16 -0.21 0.70
H -3.38 -0.39 -1.02
H -0.84 -1.98 -1.25
H -0.60 -2.18 0.66
H 1.67 -2.22 0.33
H 1.57 -1.68 -1.33
H 2.62 1.33 -0.65
H 3.19 -0.27 -0.93
H 3.12 0.51 0.86
H -0.68 2.39 0.89
H 0.67 2.55 -0.18
H 1.04 2.10 1.43
```

Computed properties:
Structure (SMILES): CON1CC[N+](C)=C1C
Multiplicity: 1
Charge: +1
Energy relative to the best compared isomer or geometry (same formula, charge and spin) in eV: 3.8421

Atom charges from the natural (NBO) analysis, given in e for atoms 1 to 6: -0.26 -0.40 -0.11 -0.28 -0.21 -0.29

***

Entry 7:
DFT (ωB97M-V/def2-TZVPD) results for a gas-phase ion, C6H13N2O (charge +1) at a distorted geometry.

```
22
C6H13N2O | the Open Molecules 2025 dataset | ωB97M-V/def2-TZVPD
C 1.20 -1.13 -0.30
C 0.11 -0.39 -0.20
C -1.27 -0.87 -0.06
C 2.59 -0.67 -0.57
C -0.13 1.67 1.23
C 0.22 1.15 -0.18
N -1.61 -2.06 0.42
N -2.22 -0.10 -0.59
O -0.51 1.79 -1.23
H 1.30 -2.24 -0.28
H 3.07 -1.22 0.20
H 2.83 -1.03 -1.47
H 2.78 0.37 -0.44
H -1.14 1.66 1.16
H 0.09 0.94 2.02
H 0.40 2.56 1.31
H 1.35 1.20 -0.35
H -1.05 -2.62 1.08
H -2.67 -2.23 0.66
H -2.03 0.78 -0.97
H -3.20 -0.27 -0.30
H -0.12 2.72 -1.17
```

Computed properties:
Multiplicity: 3
Charge: +1
Energy relative to the best compared isomer or geometry (same formula, charge and spin) in eV: 2.2501
Expectation value of S²: 2.0055

Atom charges from the natural (NBO) analysis, given in e for atoms 1 to 6: -0.10 0.16 0.35 -0.65 -0.61 0.04

***

Entry 8:
DFT (ωB97M-V/def2-TZVPD) results for 2 unconnected molecules or ions with the total composition C6H13N2O2S at a distorted geometry.

```
24
C6H13N2O2S | the Open Molecules 2025 dataset | ωB97M-V/def2-TZVPD
C -0.34 -2.15 1.58
C 0.47 -1.86 0.29
C -0.49 -0.81 2.17
C -0.27 -0.81 -0.72
C -1.26 0.23 1.28
C -0.46 0.58 0.02
N 2.03 2.24 -3.42
N 0.85 1.10 0.19
O 0.78 3.91 -2.27
O -0.65 2.04 -2.94
S 0.75 2.48 -2.52
H -1.33 -2.74 1.60
H 0.35 -2.80 2.14
H 1.41 -1.44 0.65
H 0.72 -2.69 -0.37
H -1.01 -0.78 3.16
H 0.60 -0.33 2.36
H 0.42 -0.66 -1.57
H -1.21 -1.10 -1.05
H -2.21 -0.07 0.94
H -1.25 1.08 1.99
H -1.08 1.28 -0.62
H 2.26 1.30 -3.56
H 0.93 1.99 0.66
```

Computed properties:
Multiplicity: 1
Charge: -1
Energy relative to the best compared isomer or geometry (same formula, charge and spin) in eV: 2.8758

Atom charges from the natural (NBO) analysis, given in e for atoms 1 to 6: -0.43 -0.40 -0.39 -0.39 -0.41 -0.13

***

Entry 9:
DFT (ωB97M-V/def2-TZVPD) results for a molecular structure, C6H13N3 at a distorted geometry.

```
22
C6H13N3 | the Open Molecules 2025 dataset | ωB97M-V/def2-TZVPD
C -0.88 -0.89 -2.16
C -1.53 -0.89 0.11
N -0.57 -0.47 -0.91
C 1.09 -0.99 -0.31
C 1.66 -1.92 -0.97
H 1.13 -0.38 0.57
H -0.14 -2.05 -2.41
H -0.33 -0.36 -2.95
H -1.92 -1.11 -2.39
H -1.68 -1.98 0.12
H -2.49 -0.40 -0.06
H -1.16 -0.60 1.10
H 0.86 -2.29 -1.97
H 2.53 -2.53 -0.87
C 1.27 1.51 2.97
C -0.37 2.71 0.29
N 0.48 1.48 1.98
N 0.03 2.68 1.49
H 1.70 2.43 3.35
H -0.81 3.63 -0.06
H 1.49 0.57 3.46
H -0.37 1.83 -0.36
```

Computed properties:
Multiplicity: 1
Energy relative to the best compared isomer or geometry (same formula, charge and spin) in eV: 6.9698

Atom charges from the natural (NBO) analysis, given in e for atoms 1 to 6: -0.31 -0.43 -0.47 -0.04 -0.44 0.23

***

Entry 10:
DFT (ωB97M-V/def2-TZVPD) results for C6H13N3 in the gas phase at a distorted geometry.

```
22
C6H13N3 | the Open Molecules 2025 dataset | ωB97M-V/def2-TZVPD
C -0.40 -0.44 1.91
C 2.35 -0.44 -0.49
C -0.56 0.55 -1.73
C -2.05 1.22 0.18
N 0.20 0.03 0.65
C 1.07 -0.97 0.06
C -0.61 0.92 -0.25
N 0.48 1.40 0.45
N 0.67 -2.16 0.14
H 1.31 -2.85 -0.25
H -0.79 0.42 2.44
H -1.19 -1.16 1.70
H 0.37 -0.91 2.51
H 2.36 0.65 -0.40
H 3.18 -0.84 0.09
H 2.49 -0.73 -1.53
H -1.04 1.35 -2.30
H 0.46 0.45 -2.09
H -2.07 1.69 1.16
H -2.49 1.90 -0.54
H -2.64 0.30 0.21
H -1.10 -0.38 -1.91
```

Computed properties:
Multiplicity: 1
Energy relative to the best compared isomer or geometry (same formula, charge and spin) in eV: 3.4958

Atom charges from the natural (NBO) analysis, given in e for atoms 1 to 6: -0.41 -0.74 -0.66 -0.66 -0.19 0.49

***

Entry 11:
DFT (ωB97M-V/def2-TZVPD) results for C6H13N3 in the gas phase at a distorted geometry.

```
22
C6H13N3 | the Open Molecules 2025 dataset | ωB97M-V/def2-TZVPD
C 0.37 0.69 -3.51
C -0.36 0.92 -2.44
C -0.85 -0.14 -1.49
N -2.27 0.03 -1.25
N 0.06 -0.11 -0.35
C -0.29 0.18 0.81
C 0.86 0.06 1.99
C 0.42 -0.93 3.06
N 2.15 -0.22 1.49
H 0.75 1.49 -4.12
H 0.67 -0.31 -3.79
H -0.62 1.93 -2.15
H -0.71 -1.13 -1.95
H -2.47 0.95 -0.87
H -2.62 -0.67 -0.61
H -1.32 0.41 1.13
H 0.67 1.14 2.22
H -0.55 -0.66 3.46
H 1.15 -0.93 3.87
H 0.38 -1.94 2.65
H 2.19 -1.16 1.10
H 2.42 0.42 0.75
```

Computed properties:
Structure (SMILES): C=C[C@H](N)/N=C/[C@@H](C)N
Multiplicity: 1
Energy relative to the best compared isomer or geometry (same formula, charge and spin) in eV: 1.8494

Atom charges from the natural (NBO) analysis, given in e for atoms 1 to 6: -0.38 -0.16 0.04 -0.83 -0.45 0.10

***

Entry 12:
DFT (ωB97M-V/def2-TZVPD) results for a molecular structure, C6H13N3 at a distorted geometry.

```
22
C6H13N3 | the Open Molecules 2025 dataset | ωB97M-V/def2-TZVPD
C -0.17 0.50 0.06
C -0.78 -0.83 0.11
C -0.14 1.18 -1.28
C 1.56 -0.42 0.45
N -0.43 1.37 1.11
N 2.27 -1.16 -0.49
C -2.47 -0.42 -0.21
C 2.04 -0.27 1.69
N -3.15 -0.73 -1.22
H -0.43 0.95 2.03
H -0.90 2.24 0.93
H 2.11 -0.95 -1.46
H 3.23 -1.40 -0.25
H -2.60 -1.11 -2.00
H -0.54 -1.47 -0.73
H -0.80 -1.31 1.08
H -3.01 -0.03 0.65
H -0.93 1.93 -1.35
H 0.83 1.68 -1.39
H -0.27 0.50 -2.12
H 3.05 -0.57 1.97
H 1.54 0.32 2.44
```

Computed properties:
Multiplicity: 1
Energy relative to the best compared isomer or geometry (same formula, charge and spin) in eV: 3.7813

Atom charges from the natural (NBO) analysis, given in e for atoms 1 to 6: 0.25 -0.46 -0.66 0.17 -0.86 -0.86

***

Q: The highest energy relative to the best compared isomer or geometry (same formula, charge and spin) belongs to which entry?
A: number 9

***

Q: Among the records above, which one has the highest energy relative to the best compared isomer or geometry (same formula, charge and spin)?
A: number 9

***

Q: What is the multiplicity in the tenth record?
A: 1